[1]
Here is a 6-piece molecular cluster, C24H63N6O10 overall at a distorted geometry from the OMol25 dataset. Energies are from the ωB97M-V functional and the def2-TZVPD basis.

Properties
Total energy, eV: -55316.2547
Total charge: -1
M, Da: 595.800
Energy above the lowest of the compared OMol25 structures with the same formula, charge and spin, kcal/mol: 81.8
Kohn-Sham gap, eV: 7.830
HOMO, eV: -5.19

CARTESIAN COORDINATES (ANGSTROEM)
1 O -4.7574 2.5161 -1.4923
2 O -6.9771 0.0497 2.0253
3 O 5.1463 0.2211 -5.7776
4 O -0.0314 2.6416 2.4634
5 O 2.1770 -4.6571 1.4547
6 O 0.6548 -0.4560 1.0799
7 O 3.7020 0.3404 1.1093
8 O 1.6065 -0.3242 -3.4899
9 O -1.0443 -0.7065 2.3074
10 O -1.2799 -0.2722 0.2102
11 N -4.1117 -0.2049 2.6184
12 N 2.4160 -0.9028 -6.1038
13 N -0.5541 -0.4941 1.2105
14 N 2.6727 2.8503 1.4771
15 N -1.1391 2.7660 -0.9793
16 N 2.9489 -4.6789 5.0567
17 C -3.4022 2.6113 -1.8751
18 C 3.2410 -6.5709 3.5323
19 C -6.4483 0.4937 3.2833
20 C 4.4638 -0.7913 0.8478
21 C 3.4739 -1.2503 -7.0768
22 C -1.0101 2.5001 3.4801
23 C 1.1576 -3.9967 0.6387
24 C 3.4492 1.1275 -0.0228
25 C -2.6771 4.2351 0.0060
26 C 0.8471 0.2261 -2.4698
27 C -4.9548 0.8649 3.1896
28 C 1.1360 -1.3921 -4.1290
29 C -2.5490 2.8702 -0.6402
30 C -4.6852 2.0216 2.1982
31 C 0.8705 3.7430 2.7494
32 C 2.5625 2.2974 0.1425
33 C 1.9001 -4.5946 2.7931
34 C 1.9316 4.0609 1.7081
35 C 2.1660 -1.9513 -5.0993
36 C 4.8287 -1.0416 -6.3689
37 C -8.2586 -0.5680 2.0548
38 C 3.0825 -5.0312 3.7050
39 C -5.3457 1.2377 -1.8565
40 C 5.1529 0.2958 -4.3570
41 H 5.4698 -0.5863 0.4817
42 H -4.7005 0.4457 -1.4761
43 H -5.3645 1.1244 -2.9404
44 H -8.6615 -0.8076 1.0707
45 H -3.7136 4.5420 0.1458
46 H -4.7184 1.2658 4.1753
47 H 0.6309 -0.2852 -1.5318
48 H 1.2746 1.2201 -2.3379
49 H 1.9847 -2.9411 -5.5183
50 H 5.0234 1.3761 -4.2919
51 H 2.6781 -3.7061 5.0386
52 H 6.1049 0.0347 -3.8948
53 H 3.6274 2.9655 1.7860
54 H -5.0679 1.6380 1.2525
55 H -2.4470 5.0328 -0.7004
56 H 3.9422 -4.5038 3.2917
57 H 4.3355 -0.2852 -3.9299
58 H -1.5052 3.4477 3.6924
59 H 2.0292 -5.0664 5.2125
60 H -6.5544 -0.2346 4.0873
61 H 1.5511 2.0778 -0.1995
62 H 1.4353 4.3384 0.7782
63 H 4.4234 1.4903 -0.3505
64 H 1.3720 -4.3602 -0.3663
65 H -6.9728 1.3810 3.6377
66 H -3.1543 0.1034 2.5256
67 H 1.7134 -3.5452 3.0212
68 H 1.2587 3.5674 3.7527
69 H -0.9342 1.7778 -1.0171
70 H 3.0515 -2.0456 -4.4707
71 H 0.9989 -5.1844 2.9607
72 H -2.1031 4.3278 0.9279
73 H 4.4751 -1.4205 1.7378
74 H -3.6313 2.2037 1.9878
75 H 0.3499 4.6813 2.9408
76 H 2.9430 0.5070 -0.7623
77 H -4.5892 -0.4710 1.7691
78 H -5.1410 2.9117 2.6318
79 H 1.1809 -2.2261 -3.4286
80 H 1.2100 -2.9085 0.6730
81 H -0.5858 3.0415 -0.1805
82 H 5.5185 -1.1513 -7.2057
83 H -8.0763 -1.5894 2.3891
84 H 3.9270 -7.0643 4.2208
85 H 2.5964 -0.0288 -5.6310
86 H 3.3148 -0.6973 -8.0025
87 H 0.1675 -1.1950 -4.5886
88 H 5.0545 -1.8217 -5.6419
89 H 3.2194 -2.2771 -7.3394
90 H -0.5449 2.1745 4.4105
91 H 2.5314 4.9111 2.0330
92 H -6.3069 1.2011 -1.3438
93 H -0.2029 0.3079 -2.7509
94 H -8.9434 -0.0391 2.7177
95 H 2.9110 3.1089 -0.4963
96 H -3.3251 3.3850 -2.6390
97 H 3.6861 -6.6926 2.5448
98 H -3.1929 1.6916 -2.4215
99 H 4.0208 -1.4650 0.1143
100 H 2.4023 -7.2573 3.6482
101 H -1.6428 1.6697 3.1665
102 H -2.8505 2.1079 0.0781
103 H 0.1554 -4.2894 0.9519



[2]
Here is a 2-piece molecular cluster, C3H8O2S overall from the OMol25 dataset. Energies are from the ωB97M-V functional and the def2-TZVPD basis.

Properties
Total energy, eV: -18170.6413
Total charge: 0
M, Da: 108.162
SMILES string: O=CO.CSC
Energy above the lowest of the compared OMol25 structures with the same formula, charge and spin, kcal/mol: 13.9
Kohn-Sham gap, eV: 9.407
HOMO, eV: -8.87

CARTESIAN COORDINATES (ANGSTROEM)
1 S -1.6423 0.8371 0.0589
2 O 3.7191 -0.4533 0.5611
3 O 2.5197 -0.3678 -1.3081
4 C 2.7183 -0.7247 -0.0142
5 C -3.1678 0.3514 -0.7691
6 C -1.6625 -0.3385 1.4201
7 H -0.9977 0.0807 2.1783
8 H -3.0127 -0.5810 -1.2926
9 H -1.3487 -1.3408 1.1631
10 H -3.5424 1.1082 -1.4480
11 H 1.6848 -0.7587 -1.6103
12 H -2.6629 -0.3977 1.8497
13 H -3.9566 0.1905 -0.0373
14 H 1.8359 -1.2501 0.3828



[3]
Here is C4H7NO2 as an isolated structure from the OMol25 dataset. Energies are from the ωB97M-V functional and the def2-TZVPD basis.

Properties
Total energy, eV: -9841.0970
Total charge: 0
M, Da: 101.105
Energy above the lowest of the compared OMol25 structures with the same formula, charge and spin, kcal/mol: 142.6
Kohn-Sham gap, eV: 10.075
HOMO, eV: -9.96

CARTESIAN COORDINATES (ANGSTROEM)
1 O -0.1266 0.1151 -1.3083
2 O -0.7229 -0.6511 2.2451
3 N -1.8843 0.1580 1.2666
4 C -0.7071 -0.2028 1.0191
5 C 0.6499 1.0926 -0.6404
6 C 0.3484 -0.2052 -0.0139
7 C 1.3594 -1.3139 0.1153
8 H 0.1091 1.9843 -0.3254
9 H 1.6537 1.2486 -1.0344
10 H 0.8780 -2.2854 -0.0319
11 H -2.8540 1.6307 -1.2710
12 H -2.6770 1.0344 -0.8640
13 H 2.1387 -1.1914 -0.6408
14 H 1.8166 -1.3007 1.1092



> The highest total energy belongs to which entry?

C4H7NO2